# 1
{
  "formula": "C28H26N3O2Re",
  "method": "ωB97M-V/def2-TZVPD",
  "s2": 3.82,
  "charge": 1,
  "multiplicity": 4,
  "homo_lumo_gap_ev": [6.60, 6.50],
  "species": ["Re", "C", "O", "C", "C", "C", "C", "C", "C", "N", "N", "C", "C", "O", "C", "C", "C", "C", "C", "C", "C", "C", "H", "H", "H", "H", "H", "H", "H", "H", "H", "H", "H", "H", "H", "C", "C", "C", "C", "H", "H", "H", "H", "H", "H", "H", "H", "H", "N", "C", "C", "C", "C", "C", "C", "C", "H", "H", "H", "H"],
  "coordinates": [[-0.68531, -0.08100, -1.17512], [0.09916, -2.46657, -3.53141], [0.46430, -1.77278, -2.32743], [1.16235, -2.47166, -1.35550], [1.56279, -3.78905, -1.45942], [2.25891, -4.35302, -0.39685], [2.55167, -3.61505, 0.74104], [2.15550, -2.29004, 0.83482], [1.45869, -1.72602, -0.21808], [1.03323, -0.36293, -0.25618], [1.81863, 0.50120, 0.30936], [1.75573, 1.79120, 0.02471], [1.14957, 2.28867, -1.19647], [0.41636, 1.55231, -1.93625], [1.45907, 3.61551, -1.62039], [2.21400, 4.42337, -0.84198], [2.77952, 4.00109, 0.40918], [3.54584, 4.88016, 1.18433], [4.09226, 4.45822, 2.37573], [3.87660, 3.14941, 2.81077], [3.11837, 2.27200, 2.06205], [2.56802, 2.68485, 0.84750], [-0.45947, -3.37062, -3.29166], [0.99810, -2.69947, -4.10029], [-0.52871, -1.78412, -4.09679], [1.35000, -4.37467, -2.34128], [2.57473, -5.38446, -0.46711], [3.09125, -4.07113, 1.55854], [2.38504, -1.68861, 1.70312], [1.04023, 3.94622, -2.55998], [2.40634, 5.44067, -1.16267], [3.70285, 5.89285, 0.83526], [4.68399, 5.13711, 2.97354], [4.30308, 2.81902, 3.74831], [2.94272, 1.26503, 2.41273], [-3.42314, 2.23302, 1.45862], [-2.28315, 1.27068, 1.13144], [-1.04158, 1.59186, 1.95882], [-1.95970, 1.32650, -0.36227], [-3.66659, 2.19904, 2.52088], [-4.32570, 1.98711, 0.89866], [-3.14196, 3.25948, 1.21223], [-2.60899, 0.25527, 1.37557], [-0.64229, 2.57606, 1.69846], [-0.24616, 0.85361, 1.80646], [-1.27730, 1.60345, 3.02313], [-1.63195, 2.32977, -0.65264], [-2.87075, 1.09913, -0.95417], [-5.70132, -5.44981, -0.00669], [-4.91048, -4.63218, -0.16199], [-3.91812, -3.60952, -0.35731], [-3.87063, -2.91532, -1.56243], [-2.90243, -1.93990, -1.74206], [-1.98054, -1.62507, -0.73155], [-2.05490, -2.33961, 0.47070], [-3.00783, -3.32448, 0.65921], [-4.58239, -3.14464, -2.34363], [-2.88485, -1.41726, -2.69739], [-1.35565, -2.12976, 1.27292], [-3.05700, -3.87510, 1.58889]],
  "forces_ev_per_a": [[0.2, 0.2, -0.1], [0.0, 0.0, 0.0], [0.1, 0.1, -0.1], [0.0, 0.0, 0.0], [0.0, 0.0, 0.0], [0.0, 0.0, 0.0], [0.0, 0.0, 0.0], [0.0, 0.0, 0.0], [0.0, 0.0, 0.0], [0.0, 0.0, 0.1], [0.0, 0.1, -0.2], [0.1, 0.1, 0.0], [0.0, 0.0, 0.0], [-0.1, -0.1, 0.0], [0.0, -0.1, 0.0], [0.0, 0.0, 0.0], [0.0, 0.0, 0.0], [0.0, 0.0, 0.0], [0.0, 0.0, 0.0], [0.0, 0.0, 0.0], [0.0, 0.0, 0.0], [-0.1, -0.1, -0.1], [0.0, 0.0, 0.0], [0.0, 0.0, 0.0], [0.0, 0.0, 0.0], [0.0, 0.0, 0.0], [0.0, 0.0, 0.0], [0.0, 0.0, 0.0], [0.0, 0.0, 0.0], [0.0, 0.0, 0.0], [0.0, 0.0, 0.0], [0.0, 0.0, 0.0], [0.0, 0.0, 0.0], [0.0, 0.0, 0.0], [0.0, 0.0, 0.0], [0.0, 0.0, 0.0], [-0.1, 0.0, 0.0], [0.0, -0.1, 0.0], [0.1, -0.1, -0.1], [0.0, 0.0, 0.0], [0.0, 0.0, 0.0], [0.0, 0.0, 0.0], [0.0, 0.0, 0.0], [0.0, 0.0, 0.0], [-0.1, 0.1, 0.0], [0.0, 0.0, 0.0], [-0.1, 0.1, 0.1], [0.0, 0.0, 0.0], [0.0, 0.0, 0.0], [0.0, 0.0, 0.0], [0.0, 0.0, 0.0], [0.0, 0.0, 0.0], [0.0, -0.1, 0.1], [-0.2, -0.1, 0.0], [0.0, 0.0, 0.0], [0.0, 0.0, 0.0], [0.0, 0.0, 0.0], [0.0, 0.0, 0.0], [0.0, 0.0, 0.0], [0.0, 0.0, 0.0]],
  "nbo_charge": [1.627, -0.248, -0.562, 0.353, -0.279, -0.165, -0.204, -0.174, 0.017, -0.304, -0.104, 0.015, 0.466, -0.678, -0.304, -0.040, -0.133, -0.143, -0.200, -0.169, -0.197, 0.044, 0.207, 0.211, 0.209, 0.238, 0.236, 0.236, 0.242, 0.245, 0.231, 0.224, 0.232, 0.229, 0.227, -0.600, -0.228, -0.606, -0.706, 0.221, 0.215, 0.206, 0.208, 0.205, 0.189, 0.229, 0.222, 0.237, -0.258, 0.255, -0.153, -0.176, -0.177, -0.405, -0.213, -0.144, 0.239, 0.197, 0.219, 0.238]
}


# 2
{
  "formula": "C47H95Ag2N5O11Zn",
  "method": "ωB97M-V/def2-TZVPD",
  "charge": 0,
  "homo_lumo_gap_ev": 7.90,
  "species": ["Zn", "Ag", "Ag", "C", "O", "O", "O", "C", "O", "O", "O", "C", "C", "C", "C", "C", "C", "N", "O", "C", "C", "C", "H", "H", "H", "H", "H", "H", "H", "H", "H", "H", "H", "H", "H", "H", "H", "H", "H", "H", "H", "C", "C", "C", "C", "C", "C", "N", "O", "C", "C", "C", "H", "H", "H", "H", "H", "H", "H", "H", "H", "H", "H", "H", "H", "H", "H", "H", "H", "H", "H", "C", "C", "C", "C", "C", "C", "N", "O", "C", "C", "C", "H", "H", "H", "H", "H", "H", "H", "H", "H", "H", "H", "H", "H", "H", "H", "H", "H", "H", "H", "C", "C", "C", "C", "C", "C", "N", "O", "C", "C", "C", "H", "H", "H", "H", "H", "H", "H", "H", "H", "H", "H", "H", "H", "H", "H", "H", "H", "H", "H", "C", "C", "C", "C", "C", "C", "N", "O", "C", "C", "C", "H", "H", "H", "H", "H", "H", "H", "H", "H", "H", "H", "H", "H", "H", "H", "H", "H", "H", "H"],
  "coordinates": [[-14.84434, -26.90732, 25.74587], [-11.70510, -27.31649, 27.00600], [-13.25426, -29.97590, 25.54537], [-12.92113, -27.33286, 24.39152], [-14.01777, -27.87429, 24.21456], [-11.99706, -28.07108, 24.70575], [-13.07331, -26.34072, 25.10032], [-14.25114, -28.42229, 27.73437], [-13.21121, -29.07049, 27.80389], [-15.09065, -28.62815, 26.87420], [-14.15250, -27.19905, 27.65339], [-15.16465, -26.10470, 31.11550], [-13.88471, -25.30138, 31.40504], [-13.86967, -24.87072, 32.91119], [-13.50814, -26.08310, 33.77354], [-12.17957, -26.67369, 33.45954], [-12.08356, -27.05825, 31.92179], [-12.66115, -26.02357, 31.10434], [-12.45891, -26.22706, 29.66497], [-10.53824, -27.25680, 31.67646], [-12.82855, -28.32698, 31.68486], [-14.09744, -23.95589, 30.69534], [-15.11416, -26.73784, 30.22968], [-15.99540, -25.41045, 30.98912], [-15.34306, -26.78162, 31.95099], [-13.08179, -24.13230, 33.05977], [-14.81814, -24.41976, 33.20300], [-14.14675, -26.95668, 33.64262], [-13.42751, -25.81652, 34.82737], [-12.05383, -27.52124, 34.13330], [-11.34428, -26.03484, 33.74635], [-10.11675, -27.96004, 32.39473], [-10.45432, -27.67176, 30.67204], [-10.00994, -26.30386, 31.64625], [-12.35627, -29.18651, 32.16053], [-13.84919, -28.36111, 32.06594], [-12.96037, -28.54059, 30.62416], [-13.95777, -24.18707, 29.63933], [-13.34920, -23.25145, 31.05867], [-15.11178, -23.56098, 30.63835], [-13.14681, -26.84275, 29.40167], [-17.73399, -28.04396, 24.49123], [-18.09195, -26.79954, 25.28180], [-18.91374, -27.34372, 26.52176], [-19.07195, -26.29019, 27.68189], [-17.71976, -25.70896, 28.02640], [-17.05378, -24.93148, 26.80964], [-16.87179, -26.02329, 25.74016], [-16.13157, -25.53182, 24.69383], [-17.81070, -23.62915, 26.36519], [-15.68554, -24.51841, 27.39742], [-18.97948, -25.93891, 24.34074], [-17.33940, -27.73496, 23.52329], [-18.55881, -28.65460, 24.12397], [-16.97412, -28.63712, 25.00001], [-19.87933, -27.74673, 26.21628], [-18.45027, -28.22579, 26.96364], [-19.39953, -26.70973, 28.63309], [-19.75286, -25.47019, 27.45375], [-17.12149, -26.55297, 28.36967], [-17.86515, -25.07615, 28.90191], [-17.66946, -23.38796, 25.31163], [-18.87200, -23.66575, 26.61097], [-17.48624, -22.79625, 26.98897], [-15.03132, -24.03016, 26.67513], [-15.95457, -23.77075, 28.14356], [-15.21583, -25.19876, 28.10777], [-18.51113, -25.29092, 23.59990], [-19.51016, -25.14465, 24.86575], [-19.78331, -26.45834, 23.81905], [-16.79817, -24.97742, 24.28166], [-15.82909, -31.79278, 25.35680], [-14.88553, -32.69110, 24.59607], [-15.02932, -32.30878, 23.10919], [-13.89644, -32.93250, 22.15807], [-12.50223, -32.51283, 22.61696], [-12.33311, -32.92224, 24.06385], [-13.41951, -32.51363, 24.94793], [-13.12873, -32.51427, 26.26361], [-11.91086, -34.39914, 24.28199], [-11.10027, -32.09528, 24.54790], [-15.38307, -34.13593, 24.76959], [-15.81647, -30.76858, 24.98403], [-15.65924, -31.79703, 26.43348], [-16.88773, -32.04182, 25.28350], [-15.90991, -32.79217, 22.68612], [-15.00439, -31.23060, 22.95107], [-14.06444, -32.79807, 21.08952], [-14.03802, -34.00937, 22.24987], [-12.20315, -31.47878, 22.44551], [-11.82618, -33.04354, 21.94658], [-12.70803, -35.02229, 23.87665], [-11.05675, -34.80563, 23.74037], [-11.74786, -34.55161, 25.34890], [-10.69732, -32.48105, 25.48434], [-10.32912, -32.36440, 23.82609], [-11.10020, -31.00554, 24.52429], [-16.46248, -34.17491, 24.62309], [-15.21093, -34.51672, 25.77630], [-14.89678, -34.88652, 24.14652], [-13.18812, -33.44369, 26.49654], [-9.86400, -33.08912, 28.99285], [-10.16358, -31.68699, 29.57891], [-9.20075, -31.36422, 30.66778], [-7.76285, -30.98661, 30.20647], [-7.86303, -29.84894, 29.19269], [-8.84971, -30.08250, 27.98918], [-10.11459, -30.60864, 28.53702], [-11.03533, -30.74082, 27.44265], [-9.01206, -28.69297, 27.40452], [-8.13445, -31.03449, 27.07859], [-11.55814, -31.77197, 30.26299], [-10.09564, -33.97077, 29.59047], [-8.84154, -33.10755, 28.61558], [-10.53391, -33.31422, 28.16301], [-9.56034, -30.47599, 31.18726], [-9.11436, -32.14886, 31.41943], [-7.26171, -31.84166, 29.75278], [-7.07278, -30.69526, 30.99832], [-6.85378, -29.74101, 28.79535], [-8.09776, -28.92616, 29.72322], [-8.05944, -28.40148, 26.96220], [-9.68601, -28.73489, 26.54886], [-9.50365, -27.93538, 28.01484], [-8.78046, -31.29777, 26.24107], [-7.28622, -30.52982, 26.61609], [-7.80399, -31.99137, 27.48268], [-12.33964, -32.09606, 29.57573], [-11.87320, -30.78396, 30.59865], [-11.60648, -32.47065, 31.09822], [-11.78717, -30.24274, 27.77167], [-16.82354, -31.32830, 31.46250], [-16.69743, -31.78510, 30.00616], [-17.02856, -33.37624, 29.96690], [-18.52818, -33.65371, 29.93704], [-19.27178, -32.85851, 28.84408], [-18.98782, -31.38624, 28.91746], [-17.51887, -31.08100, 29.01894], [-17.16146, -29.65686, 28.96300], [-19.45103, -30.74049, 27.63630], [-19.75807, -30.77285, 30.04922], [-15.17506, -31.74572, 29.63240], [-15.89255, -31.49109, 32.00551], [-17.64573, -31.83431, 31.96851], [-16.99735, -30.25539, 31.54469], [-16.39263, -33.88985, 29.24585], [-16.71450, -33.73083, 30.94859], [-19.06362, -33.32670, 30.82837], [-18.54710, -34.73595, 29.80857], [-20.31267, -33.17927, 28.88602], [-19.00867, -33.26794, 27.86877], [-19.72946, -29.70361, 27.82460], [-18.74780, -30.81430, 26.80676], [-20.39007, -31.21495, 27.35136], [-20.79646, -30.49514, 29.86828], [-19.75796, -31.25447, 31.02704], [-19.33818, -29.80143, 30.31023], [-14.95315, -32.19042, 28.66230], [-14.65600, -32.31791, 30.40135], [-14.80024, -30.72640, 29.72509], [-16.55959, -29.77911, 28.22516]],
  "forces_ev_per_a": [[-0.7, -0.3, 0.8], [0.0, 0.2, -0.1], [-0.1, -0.1, -0.6], [-0.9, -2.6, 4.6], [-5.7, -3.5, -4.7], [5.9, -2.9, -1.5], [1.3, 8.4, 2.1], [2.2, 1.7, -4.9], [2.9, -4.0, 3.3], [-7.9, -7.6, -3.7], [2.9, 9.4, 5.3], [0.0, -0.5, 0.4], [-1.8, 0.8, 1.2], [0.7, -1.8, -0.1], [-0.1, 0.3, 0.7], [0.7, 0.3, -1.3], [1.1, -0.1, 1.9], [1.3, 2.4, -1.4], [0.1, 0.3, 2.1], [-1.4, 0.1, -1.2], [-0.6, -1.7, 0.0], [1.4, -0.7, -1.7], [0.2, 0.2, -0.2], [-0.2, -0.3, 0.2], [-0.4, 0.0, 0.0], [0.0, 0.2, -0.1], [-0.1, -0.1, -0.2], [-0.9, 0.5, 0.3], [-0.7, 0.0, 0.2], [0.1, -0.6, -0.5], [0.0, 0.5, -0.3], [-0.1, 0.1, 0.1], [0.3, -0.2, -0.1], [-0.1, 0.0, 0.4], [0.3, -0.1, -0.1], [-0.1, 0.5, 0.2], [0.4, -0.1, -0.2], [0.7, 0.4, -0.3], [-0.2, 0.3, -0.4], [0.0, -0.1, 1.1], [-0.5, -0.2, -0.6], [1.4, 0.3, -1.1], [-1.6, -0.3, 0.1], [0.2, 1.4, 1.0], [0.3, -0.4, -0.6], [-0.5, 0.4, -1.0], [0.2, -1.3, 1.6], [-0.7, -1.1, 2.9], [-0.7, 1.1, -1.6], [-0.1, -0.9, 0.7], [-0.7, 0.8, 0.4], [-0.8, 1.4, 0.8], [0.7, 0.1, 0.0], [-0.4, 0.0, 0.9], [-0.1, -0.2, 0.0], [-0.1, 0.4, -0.5], [0.7, 0.2, -0.2], [-0.5, -0.5, -0.3], [-0.3, -0.1, -0.3], [0.6, 0.1, -0.3], [0.3, 0.5, -0.1], [0.0, 0.1, 0.1], [-0.2, -0.4, -0.5], [0.5, 0.0, -0.3], [0.3, -0.3, 0.1], [-0.1, 0.6, -0.3], [0.2, -0.8, -1.0], [0.7, -0.6, -0.4], [-0.2, -0.2, 0.7], [0.4, -0.5, 0.1], [0.5, 0.7, -1.2], [-0.1, 0.9, 0.9], [0.5, -1.0, -1.2], [1.6, -1.1, -1.9], [-1.0, 0.6, 1.2], [-1.1, -1.0, -0.9], [3.0, 1.0, 1.3], [-2.7, 2.2, -3.1], [0.1, -1.0, 1.6], [-1.2, -0.2, -0.6], [1.1, -1.3, -0.5], [0.3, -0.5, 0.5], [0.5, 0.2, 0.2], [0.3, 0.1, 0.1], [0.1, -0.6, -0.4], [-0.6, 0.6, 0.4], [-0.3, 0.1, 0.2], [-0.2, 0.7, 0.1], [0.5, -0.3, 0.2], [-0.7, 0.3, 0.3], [0.5, -0.4, 0.5], [-0.3, -0.3, 0.5], [0.4, 0.8, 0.0], [-0.1, -0.3, 0.0], [-0.3, 0.4, 0.2], [0.3, 0.0, -0.2], [-0.7, 0.1, 0.2], [0.1, -0.1, -0.2], [0.0, 0.2, 0.4], [0.0, 0.3, -0.4], [0.2, -0.5, 0.9], [-0.2, 0.0, -0.9], [-1.0, -1.5, -0.9], [2.2, 1.2, 1.0], [-0.9, -0.3, -0.7], [0.2, -0.4, 0.3], [0.9, -0.2, 3.1], [-0.2, 1.0, 0.5], [0.8, -0.9, 0.8], [-0.9, -0.5, -1.8], [-0.2, -0.2, -1.9], [-0.3, 0.7, -0.9], [0.5, 0.3, 0.9], [-0.1, -0.4, 0.2], [0.0, 0.6, -0.5], [-0.2, 0.1, 0.2], [-0.4, -0.3, -0.2], [-0.1, -0.2, -0.2], [-0.4, 0.1, 0.4], [0.0, 0.4, -0.3], [-0.2, 0.1, 0.0], [0.0, 0.5, 0.4], [-0.1, -0.3, -0.5], [0.6, -0.1, 0.8], [-0.2, 0.0, -0.1], [0.2, -0.1, 0.1], [0.0, 0.4, 0.4], [0.1, 0.0, -0.3], [0.1, 0.0, 0.1], [0.5, 0.0, 0.0], [-0.6, 0.2, 0.1], [-0.3, 0.6, 0.1], [1.0, -2.0, -0.2], [-0.4, 2.4, 1.2], [0.2, 0.4, -1.1], [1.3, -2.4, -0.4], [0.5, 1.3, 0.1], [0.3, -1.3, -0.1], [-1.0, -1.8, 0.3], [-1.0, 0.4, -0.3], [-0.5, 1.6, 1.7], [-0.9, 0.5, 0.6], [-0.1, -0.3, 0.1], [0.0, 0.0, 0.1], [-0.1, 0.1, -0.2], [-0.5, 0.1, -0.4], [0.4, -0.1, 0.0], [0.6, -0.5, 0.6], [-0.9, 0.0, 0.0], [-0.4, 0.9, 0.3], [0.6, 0.2, -0.3], [0.3, 0.1, -0.2], [0.1, 0.0, 0.2], [-0.1, -0.1, -0.2], [-0.2, -0.5, -0.5], [0.2, -0.7, -0.2], [0.4, 0.2, -0.3], [-0.1, 0.3, -0.1], [0.1, -0.1, -0.1], [0.2, 0.1, -0.3], [0.4, 0.9, -0.5]],
  "lowdin_charge": [0.787, 0.859, 0.871, -0.994, -0.101, -0.104, -0.099, -0.969, -0.087, -0.087, -0.129, -0.020, -0.494, -0.113, -0.206, -0.148, -0.490, -0.059, -0.034, -0.017, -0.042, -0.041, 0.072, 0.076, 0.067, 0.116, 0.123, 0.097, 0.113, 0.121, 0.114, 0.080, 0.056, 0.085, 0.085, 0.074, 0.074, 0.062, 0.087, 0.080, 0.015, -0.038, -0.432, -0.092, -0.165, -0.135, -0.395, -0.118, -0.017, -0.003, -0.049, -0.025, 0.090, 0.098, 0.068, 0.117, 0.082, 0.111, 0.096, 0.115, 0.122, 0.078, 0.070, 0.083, 0.102, 0.075, 0.055, 0.079, 0.070, 0.095, 0.086, -0.049, -0.477, -0.102, -0.149, -0.141, -0.494, -0.159, -0.033, -0.012, -0.056, -0.030, 0.061, 0.070, 0.088, 0.116, 0.114, 0.106, 0.091, 0.124, 0.122, 0.065, 0.090, 0.079, 0.061, 0.087, 0.074, 0.086, 0.080, 0.067, 0.098, -0.022, -0.482, -0.146, -0.164, -0.141, -0.504, -0.042, -0.056, -0.043, -0.030, -0.022, 0.083, 0.057, 0.068, 0.110, 0.124, 0.097, 0.109, 0.115, 0.110, 0.098, 0.057, 0.068, 0.075, 0.090, 0.072, 0.063, 0.061, 0.091, 0.023, -0.038, -0.465, -0.112, -0.176, -0.148, -0.523, -0.062, -0.014, -0.037, -0.042, -0.039, 0.079, 0.071, 0.078, 0.107, 0.108, 0.098, 0.110, 0.125, 0.116, 0.066, 0.086, 0.091, 0.089, 0.076, 0.083, 0.068, 0.075, 0.073, 0.053]
}


Here are the calculated DFT total energy numbers, same order: -40144.2593, -136658.6439 (eV).